# 1
{
  "formula": "C17H18N6OS2",
  "method": "ωB97M-V/def2-TZVPD",
  "elements": ["C", "C", "C", "C", "N", "C", "O", "C", "C", "S", "C", "C", "C", "C", "C", "C", "N", "C", "S", "C", "N", "C", "N", "N", "C", "N", "H", "H", "H", "H", "H", "H", "H", "H", "H", "H", "H", "H", "H", "H", "H", "H", "H", "H"],
  "positions_angstrom": [[2.76356, -2.98235, -4.27514], [2.85873, -2.89605, -2.72243], [1.57196, -2.18786, -2.06705], [1.64776, -2.38813, -0.55448], [0.63560, -1.52779, -0.00539], [0.77771, -0.18835, 0.39265], [1.64981, 0.49454, -0.24040], [-0.33686, 0.31519, 1.14128], [-0.50824, 1.62182, 1.67809], [-2.03607, 2.17214, 2.42666], [-1.71037, 3.82730, 2.29478], [-2.49238, 5.02804, 2.62635], [-1.88069, 6.25890, 2.37851], [-0.59435, 6.26085, 1.77651], [0.01853, 5.19260, 1.23859], [-0.46087, 3.96596, 1.66310], [0.28579, 2.72087, 1.47923], [1.74693, 2.72680, 1.60024], [-1.63378, -0.91368, 1.24744], [-0.61311, -2.01711, 0.27668], [-1.03020, -3.21936, -0.29965], [-2.17868, -3.71826, 0.04142], [-2.59162, -3.95888, 1.27294], [-3.84768, -4.69499, 1.15452], [-4.16110, -4.70949, -0.12601], [-3.09236, -4.19795, -0.87943], [2.58675, -1.96450, -4.63732], [2.02105, -3.65317, -4.64696], [3.80484, -3.36913, -4.42471], [3.01032, -3.89512, -2.36896], [3.73680, -2.31805, -2.52068], [1.77668, -1.06224, -2.44383], [0.66443, -2.70813, -2.46938], [1.55610, -3.41139, -0.22409], [2.68637, -2.11316, -0.15630], [-3.43396, 4.89201, 3.09376], [-2.46389, 7.05216, 2.71281], [-0.24011, 7.32237, 1.49351], [1.04259, 5.29315, 0.69196], [2.31344, 2.78750, 0.52310], [2.01502, 1.71787, 2.11262], [2.23419, 3.54558, 2.16552], [-4.99903, -5.07981, -0.56763], [-3.09960, -4.02069, -1.85246]],
  "lowdin_charge": [-0.1142, -0.2706, -0.1652, -0.1689, -0.0470, -0.4038, 0.0084, -0.4274, -0.4544, 1.0757, -0.4677, -0.0373, -0.0737, -0.1070, -0.0501, -0.2377, -0.0965, -0.0553, 1.0394, -0.4501, 0.1163, -0.5613, 0.0594, 0.0147, -0.1805, 0.1246, 0.0681, 0.0525, 0.0817, 0.0891, 0.0887, 0.1580, 0.1126, 0.1211, 0.1560, 0.0916, 0.0820, 0.1347, 0.1574, 0.1336, 0.1206, 0.0850, 0.0718, 0.1256],
  "de_lowest_ev": 3.261,
  "smiles": "CCCCN1C(=O)/C(=C2/Sc3ccccc3N2C)S/C1=N\\c1nnc[nH]1",
  "lumo_energy_ev": -0.29,
  "homo_energy_ev": -7.6,
  "fmax_ha_per_bohr": 0.14837,
  "charge": 0
}

# 2
{
  "formula": "C5H8OS2",
  "method": "ωB97M-V/def2-TZVPD",
  "elements": ["C", "C", "C", "O", "C", "S", "S", "C", "H", "H", "H", "H", "H", "H", "H", "H"],
  "positions_angstrom": [[-2.49833, 0.03183, -0.23211], [-1.20370, 0.73020, 0.27883], [0.00857, 0.37855, -0.60178], [0.06419, -0.56362, -1.36538], [1.33167, 1.13055, -0.47117], [1.37832, 2.71276, -0.19561], [2.74037, 0.08891, -0.55257], [2.33563, -1.37299, 0.52365], [-2.51517, -1.05791, -0.00628], [-2.59947, 0.14578, -1.25927], [-3.44485, 0.43316, 0.23232], [-1.05419, 0.54034, 1.38093], [-1.26799, 1.81851, 0.15781], [2.36004, -1.18088, 1.61425], [1.27529, -1.71911, 0.26802], [3.08962, -2.11607, 0.22836]],
  "lowdin_charge": [-0.0957, -0.1729, -0.4972, 0.0470, -1.0816, 0.7360, 0.8462, -0.3445, 0.0837, 0.0407, 0.0885, 0.1376, 0.0819, 0.0442, 0.0547, 0.0315],
  "de_lowest_ev": 1.226,
  "smiles": "CCC(=O)C(=S)SC",
  "lumo_energy_ev": -1.05,
  "homo_energy_ev": -8.7,
  "fmax_ha_per_bohr": 0.05149,
  "charge": 0
}

# 3
{
  "formula": "C4H4CaLiO5",
  "method": "ωB97M-V/def2-TZVPD",
  "elements": ["O", "C", "C", "O", "O", "C", "H", "H", "H", "H", "O", "C", "O", "Li", "Ca"],
  "positions_angstrom": [[0.04340, 0.25905, -2.45772], [1.29423, 0.15216, -2.43030], [0.23437, -2.00570, -1.31451], [1.94260, 0.80313, -1.57898], [1.75246, -1.02787, -2.92019], [0.78552, -2.07355, -2.76251], [1.08671, -2.00209, -0.63293], [0.00519, -3.05886, -1.13688], [-0.03316, -2.02516, -3.48251], [1.30022, -3.02301, -2.90699], [-1.83993, -1.83664, 0.03826], [-0.86132, -1.23553, -0.33432], [-0.36232, -0.32257, 0.60413], [1.37982, 0.68806, 0.24067], [-2.53261, 0.02336, 1.12929]],
  "lowdin_charge": [-0.0394, -0.7623, -0.0525, -0.1169, -0.0154, -0.1536, 0.1124, 0.1073, 0.1246, 0.1267, -0.1471, -0.5563, -0.4449, 0.7242, 1.0931],
  "de_lowest_ev": 1.424,
  "lumo_energy_ev": [-0.39, -0.52],
  "homo_energy_ev": [-5.6, -8.5],
  "fmax_ha_per_bohr": 0.11318,
  "spin_multiplicity": 2,
  "charge": 0
}

# 4
{
  "formula": "CH4N2O",
  "method": "ωB97M-V/def2-TZVPD",
  "elements": ["H", "N", "C", "N", "O", "H", "H", "H"],
  "positions_angstrom": [[0.26702, 1.36466, -0.28582], [-0.00155, 1.29062, 0.85370], [-0.49917, 0.16333, 0.86396], [-0.33653, -0.71738, -0.25651], [0.67537, -0.06770, -1.01234], [-1.03332, -0.39144, 1.73625], [0.37065, -1.46588, 0.13978], [0.55753, -0.17620, -2.03903]],
  "lowdin_charge": [0.1244, 0.0622, -0.3772, -0.0815, -0.1925, 0.1348, 0.1630, 0.1669],
  "de_lowest_ev": 4.384,
  "smiles": "[H]/N=C\\NO",
  "lumo_energy_ev": 0.66,
  "homo_energy_ev": -9.7,
  "fmax_ha_per_bohr": 0.08729,
  "charge": 0
}